[1]
# H3N3O3

An isolated molecule of H3N3O3 in a non-equilibrium geometry (wB97M-V/def2-TZVPD, the OMol25 dataset).

```
! RIJCOSX wB97M-V def2-TZVPD def2/J DEFGRID3
* xyz 0 1
N -0.34935 0.75239 1.11562
N -0.87955 1.16898 -0.03966
N -0.51714 0.43283 -1.15927
O -0.77805 0.56941 -2.36399
O 0.32882 -0.70455 -0.93216
O 0.71514 -1.39169 -2.09981
H 0.50950 0.22211 0.97685
H -0.43929 1.42931 1.93330
H -0.13322 -1.21332 -2.53629
*
```

Kohn-Sham gap (alpha / beta)   9.15 / 9.15 eV
Energy relative to the best compared isomer or geometry (same formula, charge and spin)   153.4 kcal per mole

Atom charges from the Löwdin analysis, given in e for atoms 1 to 5:
1 N -0.01
2 N 0.05
3 N -0.27
4 O -0.02
5 O -0.10

=====

[2]
# C28H49LuN2OP3Se

A structure of composition C28H49LuN2OP3Se in a non-equilibrium geometry (wB97M-V/def2-TZVPD, the OMol25 dataset).

```
! RIJCOSX wB97M-V def2-TZVPD def2/J DEFGRID3
* xyz 3 1
Lu -0.35785 0.47793 -1.31190
P -2.33427 -2.22600 -0.34627
P 2.47795 -0.35298 -0.01613
P 1.23960 -1.32568 -2.83144
H -2.59505 2.32335 -2.62584
C -1.96484 1.49246 -2.98265
C -2.28881 0.22939 -2.32037
H -3.22900 0.30682 -1.74463
C -3.78336 -2.46585 0.68025
C -0.79717 -2.72369 0.42820
C -2.60161 -2.96616 -1.95569
C 3.58681 1.08748 -0.16365
C 2.17994 -0.35335 1.78691
C 3.70863 -1.71400 -0.01601
C 0.48895 -1.57747 -4.48289
C 1.72108 -3.06860 -2.49179
C 2.83673 -0.60214 -3.36958
H -2.11658 1.43182 -4.07733
H -2.31129 -0.62561 -2.99854
H -4.54188 -1.72377 0.40167
H -3.52970 -2.31151 1.73485
H -4.20440 -3.46929 0.53732
H -0.74984 -2.33743 1.45647
H 0.08512 -2.33937 -0.12174
H -0.73136 -3.81826 0.43385
H -3.33525 -2.38306 -2.52931
H -2.99165 -3.99111 -1.84023
H -1.67537 -3.01976 -2.54396
H 4.29352 1.10165 0.67284
H 2.99061 2.00903 -0.15144
H 4.13164 1.05087 -1.11286
H 3.11510 -0.21718 2.33770
H 1.72694 -1.30487 2.08296
H 1.49202 0.44828 2.05890
H 4.44011 -1.53398 0.77798
H 4.24142 -1.80605 -0.96434
H 3.20802 -2.66333 0.19606
H 1.13353 -2.28336 -5.02566
H 0.44444 -0.63276 -5.03838
H -0.52005 -2.00258 -4.39829
H 1.98420 -3.53641 -3.45082
H 0.87996 -3.61570 -2.04484
H 2.58544 -3.13383 -1.82147
H 3.06136 -1.02279 -4.35904
H 3.65294 -0.84537 -2.68049
H 2.75469 0.48743 -3.46417
C 1.24298 3.04911 -2.43562
C 0.52401 2.37389 -3.42703
C 1.05136 2.16782 -4.68931
C 2.28396 2.73479 -5.03915
C 2.99690 3.43213 -4.05380
C 2.52307 3.53516 -2.75381
Se 0.53359 3.03812 -0.65105
H -2.27431 -0.78773 -0.31346
H -0.61722 2.03704 -3.16026
H 0.52123 1.52187 -5.41486
H 2.67345 2.61816 -6.05888
H 3.94537 3.88634 -4.30029
H 3.10930 3.99029 -1.95364
C -2.54295 1.21231 5.19223
N -2.50813 1.20284 3.74919
N -1.41383 0.77344 3.07080
C -1.65056 0.93574 1.73966
O -0.82485 0.56198 0.80173
C -2.95580 1.46225 1.61253
C -3.44740 1.62264 2.89402
C -4.75782 2.13976 3.34039
C -0.22409 0.45514 3.82536
C -0.08692 -0.84007 4.34847
C 0.93925 -1.08478 5.26173
C 1.81379 -0.05819 5.64578
C 1.63064 1.23351 5.14460
C 0.61895 1.50640 4.22708
H -1.76713 1.85801 5.61928
H -2.43222 0.20954 5.61467
H -3.51302 1.60186 5.50569
H -3.42864 1.68821 0.66869
H -5.36146 1.40474 3.89748
H -4.66383 3.03365 3.97594
H -5.34341 2.43316 2.45997
H -0.80558 -1.62036 4.05661
H 1.06040 -2.08561 5.67341
H 2.62416 -0.26007 6.35007
H 2.28817 2.05200 5.45603
H 0.43722 2.51168 3.81556
*
```

Kohn-Sham gap (alpha / beta)   7.32 / 4.97 eV
Energy relative to the best compared isomer or geometry (same formula, charge and spin)   43.7 kcal per mole

Atom charges from the Löwdin analysis, given in e for atoms 1 to 5:
1 Lu 1.19
2 P 0.89
3 P 0.75
4 P 0.68
5 H 0.11

=====

[3]
# C14H17MnN5O10PS

A structure of composition C14H17MnN5O10PS (wB97M-V/def2-TZVPD, the OMol25 dataset).

```
! RIJCOSX wB97M-V def2-TZVPD def2/J DEFGRID3
* xyz 0 5
Mn -1.53727 -0.01032 -1.20790
O -1.06570 -3.87940 -0.70478
C -0.77828 -2.76462 -1.04642
O -1.47516 -1.70834 -0.60526
C 0.42754 -2.47333 -1.89079
C 1.33774 -3.50769 -2.05446
C 2.48532 -3.30978 -2.79157
C 2.77036 -2.08535 -3.37345
C 1.87214 -1.06485 -3.19300
C 0.66169 -1.21884 -2.49131
O -0.19022 -0.21675 -2.47475
N 2.20807 0.25404 -3.74439
O 2.15638 1.19515 -2.98210
O 2.54702 0.30231 -4.90803
N 3.43777 -4.41284 -2.95827
O 4.43676 -4.19313 -3.61308
O 3.17745 -5.46579 -2.41521
H 1.13260 -4.46757 -1.60226
H 3.67375 -1.93840 -3.94715
C -0.79134 1.42990 4.06046
N 0.10561 2.11121 3.13067
C 1.37201 1.38635 3.07265
N 1.22313 -0.02515 2.71683
C 0.28970 -0.65126 3.65513
N -1.00959 0.02028 3.73539
C -1.78060 -0.13363 2.50553
P -0.87537 0.62543 1.08795
C -0.49377 2.28466 1.81382
C 0.77525 -0.17991 1.33659
H -1.75172 1.94703 4.07845
H -0.34896 1.47971 5.05672
H 1.83709 1.43690 4.05847
H 2.03107 1.87061 2.35080
H 0.74272 -0.62457 4.64738
H 0.13873 -1.69370 3.37022
H -2.75325 0.35063 2.60889
H -1.94803 -1.19124 2.29311
H -1.41538 2.86130 1.88054
H 0.17975 2.82072 1.14653
H 1.49971 0.27181 0.65398
H 0.69589 -1.24057 1.08981
C -3.66483 3.72648 -2.07946
S -2.62299 2.81694 -0.99207
O -1.38299 3.52277 -0.82550
O -3.35894 2.48857 0.20469
O -2.38334 1.53380 -1.81315
H -3.89262 4.66762 -1.58444
H -4.57184 3.15271 -2.25042
H -3.12305 3.90012 -3.00538
*
```

Kohn-Sham gap (alpha / beta)   6.83 / 8.15 eV
Energy relative to the best compared isomer or geometry (same formula, charge and spin)   7.4 kcal per mole

Atom charges from the Löwdin analysis, given in e for atoms 1 to 5:
1 Mn 0.97
2 O 0.13
3 C -0.51
4 O -0.18
5 C -0.05

=====

[4]
# C3H4MnO3

A structure of composition C3H4MnO3 in a non-equilibrium geometry (wB97M-V/def2-TZVPD, the OMol25 dataset).

```
! RIJCOSX wB97M-V def2-TZVPD def2/J DEFGRID3
* xyz -1 7
C 0.58485 0.50762 -0.68075
O 0.33983 -1.20374 1.09132
C -0.90307 -0.76113 1.60336
C 1.03069 -0.25209 0.37997
O -1.33994 0.21028 0.92248
O -1.16272 -1.11596 2.74503
H 0.61037 1.60069 -0.61644
H 1.53430 0.40227 1.10212
H 1.46320 -0.38004 -1.11883
Mn -1.32025 0.06963 -1.98414
H -0.83726 0.92247 -3.44411
*
```

Kohn-Sham gap (alpha / beta)   4.17 / 6.20 eV
Energy relative to the best compared isomer or geometry (same formula, charge and spin)   107.5 kcal per mole

Atom charges from the Löwdin analysis, given in e for atoms 1 to 5:
1 C -0.31
2 O -0.07
3 C -0.78
4 C -0.43
5 O -0.14

=====

[5]
# H2OS2

An isolated molecule of H2OS2 in a non-equilibrium geometry (wB97M-V/def2-TZVPD, the OMol25 dataset).

```
! RIJCOSX wB97M-V def2-TZVPD def2/J DEFGRID3
* xyz 0 1
O -1.35215 0.11972 -0.09583
S -0.27649 -1.12752 -0.26001
S 1.72134 -0.21832 -0.03119
H -1.49240 0.17336 0.91801
H 1.39970 1.05275 -0.53098
*
```

Kohn-Sham gap   8.89 eV
Energy relative to the best compared isomer or geometry (same formula, charge and spin)   7.9 kcal per mole

For each atom in turn, the Löwdin charge in e is:
1 O -0.58
2 S 0.43
3 S 0.24
4 H 0.07
5 H -0.16

=====

[6]
# C10H18FN2

The ion C10H18FN2 with charge +1 in a non-equilibrium geometry (wB97M-V/def2-TZVPD, the OMol25 dataset).

```
! RIJCOSX wB97M-V def2-TZVPD def2/J DEFGRID3
* xyz 1 1
C -2.85465 0.60922 -1.34252
C -2.28981 0.48216 0.03746
C -0.96982 -0.38809 0.21403
C -0.31308 -0.42426 1.55982
N -1.01780 -0.09655 2.59408
C 1.02558 -0.80106 1.50371
C 1.66251 -2.02285 0.66618
N 2.87731 -2.41432 1.13042
C 1.46488 -0.64631 0.05878
C 0.22910 -0.09316 -0.76791
F 0.02993 -0.74769 -1.94169
C 0.32951 1.46225 -1.07581
C 1.49318 2.01055 -1.74843
H -3.29265 1.63914 -1.54501
H -3.63480 -0.16655 -1.59711
H -2.08192 0.37549 -2.06188
H -3.04287 0.04889 0.75487
H -2.16384 1.61445 0.28050
H -1.25826 -1.35856 -0.05400
H -1.88660 0.35580 2.60211
H -0.69782 -0.13716 3.56210
H 1.73491 -0.74489 2.33988
H 0.88964 -2.75862 0.67959
H 3.70123 -2.08441 0.71303
H 2.85898 -3.41861 1.41699
H 2.44303 -0.43349 -0.44672
H -0.61016 1.55651 -1.68758
H 0.11331 1.90049 -0.07154
H 2.47901 1.91528 -1.34027
H 1.19849 3.11289 -1.73816
H 1.58349 1.65348 -2.69492
*
```

Kohn-Sham gap   8.93 eV
Energy relative to the best compared isomer or geometry (same formula, charge and spin)   4.4 kcal per mole

Atom charges from the Löwdin analysis, given in e for atoms 1 to 5:
1 C -0.12
2 C -0.21
3 C -0.13
4 C -0.19
5 N 0.27

=====

| no. | total energy (Eh) |
| --- | --- |
| 1 | -391.49586 |
| 2 | -5941.11760 |
| 3 | -3460.29441 |
| 4 | -1493.22446 |
| 5 | -872.77089 |
| 6 | -600.88886 |